# 1
This record from OMol25 describes a molecular structure, C43H38F3N2O3PbSb. The level of theory is ωB97M-V/def2-TZVPD.

The HOMO energy is -7.44 eV. The value obtained for the relative energy (zero: lowest compared OMol25 entry of this formula, charge and spin) is 8.1 kcal/mol. The frontier orbital gap is 7.329 eV. The LUMO energy is -0.11 eV.

Structure (XYZ):
```
91
Properties=species:S:1:pos:R:3:forces:R:3
Pb -0.064 -0.033 0.111 0.3 -0.2 0.2
C -2.350 -2.296 3.036 0.0 0.2 0.1
O -2.648 -1.304 4.017 -0.2 -0.2 -0.2
C -2.184 -0.021 3.938 0.1 0.0 0.0
C -2.223 0.671 5.133 0.0 0.1 0.1
C -1.821 2.002 5.228 0.0 0.0 0.0
C -1.358 2.634 4.098 0.0 0.1 0.0
C -1.281 1.950 2.877 0.0 0.1 -0.1
C -0.821 2.727 1.731 -0.1 0.0 0.4
N -0.324 2.262 0.653 0.0 0.0 -0.3
N -0.037 3.217 -0.320 0.1 -0.3 -0.1
C 0.151 2.665 -1.485 0.0 0.0 -0.3
O 0.102 1.389 -1.754 0.0 0.4 0.3
C 0.413 3.584 -2.640 0.0 0.0 0.1
C 0.299 3.088 -3.934 0.0 0.0 -0.1
C 0.511 3.920 -5.028 0.0 0.0 0.1
C 0.852 5.253 -4.831 0.0 0.0 0.0
C 0.977 5.751 -3.538 0.0 0.0 0.0
C 0.754 4.923 -2.445 -0.1 0.0 0.0
C -1.720 0.607 2.755 0.0 0.1 -0.1
O -1.764 -0.019 1.596 -0.1 0.0 0.0
H -2.712 -3.228 3.465 0.0 0.0 0.0
H -1.276 -2.379 2.855 0.0 0.1 0.0
H -2.852 -2.107 2.091 0.0 0.0 0.0
H -2.587 0.133 6.004 0.0 0.1 -0.1
H -1.874 2.523 6.176 0.0 0.0 -0.1
H -1.043 3.674 4.135 0.0 -0.1 0.0
H -0.905 3.812 1.789 0.0 0.0 0.1
H 0.043 2.043 -4.075 0.0 0.3 0.0
H 0.407 3.529 -6.033 0.0 0.0 0.0
H 1.027 5.902 -5.684 0.0 -0.1 0.1
H 1.249 6.789 -3.381 0.0 -0.1 0.0
H 0.828 5.300 -1.432 0.0 0.0 -0.1
C -0.553 -3.717 -2.250 -0.1 0.0 0.0
C 0.633 -4.405 -1.572 0.1 0.1 0.0
C 1.520 -5.101 -2.609 0.0 0.0 0.0
C 1.415 -3.431 -0.705 0.0 0.0 0.0
C 2.250 -2.448 -1.248 0.0 0.0 0.1
C 2.966 -1.582 -0.425 0.0 -0.1 -0.1
C 2.871 -1.665 0.965 0.2 0.1 0.0
C 3.629 -0.707 1.858 -0.1 0.0 -0.1
C 2.037 -2.637 1.504 -0.1 0.0 0.1
C 1.321 -3.501 0.683 0.0 0.0 0.0
H -1.140 -4.432 -2.837 0.1 0.1 0.1
H -0.205 -2.935 -2.929 0.0 0.1 0.0
H -1.217 -3.256 -1.512 0.0 0.0 0.0
H 0.234 -5.171 -0.903 0.0 0.0 0.1
H 1.849 -4.396 -3.381 0.0 -0.1 0.1
H 0.968 -5.902 -3.108 0.0 0.1 0.0
H 2.410 -5.534 -2.145 -0.1 0.0 0.0
H 2.355 -2.361 -2.328 0.0 0.0 0.1
H 3.618 -0.829 -0.863 -0.1 -0.1 0.0
H 4.606 -0.466 1.436 0.0 0.0 0.0
H 3.778 -1.128 2.852 0.0 0.0 0.0
H 3.087 0.237 1.980 0.0 -0.1 0.0
H 1.947 -2.723 2.584 0.0 0.0 -0.1
H 0.684 -4.260 1.131 0.1 0.1 0.0
F -8.375 -2.189 -2.212 -0.1 0.0 0.0
C -7.112 -1.738 -2.123 0.0 0.1 0.0
C -6.810 -0.500 -2.656 0.0 0.1 0.0
C -5.505 -0.035 -2.555 -0.1 -0.1 0.1
C -4.516 -0.808 -1.941 0.0 -0.1 0.1
C -4.866 -2.049 -1.410 0.0 0.0 -0.1
C -6.171 -2.525 -1.496 0.2 -0.1 0.0
Sb -2.510 -0.063 -1.797 -0.5 0.1 -0.3
C -1.972 -0.243 -3.859 0.0 0.0 -0.1
C -2.922 -0.486 -4.852 0.1 0.0 0.0
C -2.541 -0.698 -6.172 -0.2 0.0 0.1
C -1.199 -0.672 -6.481 0.1 0.0 0.1
F -0.826 -0.873 -7.755 0.0 0.0 -0.1
C -0.224 -0.444 -5.529 0.0 0.0 0.1
C -0.619 -0.230 -4.215 -0.1 -0.1 0.0
C -3.122 1.957 -1.553 0.1 0.0 0.0
C -3.051 2.926 -2.550 0.1 0.0 0.0
C -3.442 4.236 -2.294 0.1 -0.1 -0.1
C -3.898 4.546 -1.031 0.0 0.0 0.0
F -4.264 5.814 -0.772 0.0 0.1 0.0
C -3.990 3.610 -0.019 0.1 -0.2 0.1
C -3.592 2.305 -0.286 0.0 0.1 0.0
H -7.590 0.087 -3.128 0.1 -0.1 0.0
H -5.270 0.950 -2.941 0.0 0.0 0.0
H -4.119 -2.662 -0.914 0.0 0.0 0.0
H -6.460 -3.485 -1.085 0.0 0.1 0.0
H -3.977 -0.526 -4.606 0.0 0.0 0.0
H -3.270 -0.887 -6.951 0.0 0.0 0.1
H 0.820 -0.433 -5.818 -0.1 0.0 0.0
H 0.140 -0.016 -3.470 -0.1 -0.1 0.0
H -2.671 2.675 -3.536 0.0 0.0 0.1
H -3.385 5.007 -3.053 0.0 0.0 0.0
H -4.349 3.907 0.960 0.0 0.0 -0.1
H -3.639 1.564 0.509 0.0 0.1 -0.1
```
Forces are in eV/Å.



# 2
This record from OMol25 describes a molecular structure, C18H32CsN2O8 in a non-equilibrium geometry. The level of theory is ωB97M-V/def2-TZVPD.

As for the charge: -1. The HOMO energy is -3.77 eV. The frontier orbital gap is 5.409 eV. The LUMO energy is 1.64 eV.

Structure (XYZ):
```
61
Properties=species:S:1:pos:R:3:forces:R:3
Cs 2.036 1.882 -0.738 -0.1 -0.1 -0.8
C -0.485 -0.622 -3.946 0.2 1.0 0.7
C 0.157 -1.449 -4.879 -0.7 -1.0 -1.1
C 1.373 -2.341 -4.413 0.2 -0.9 -3.7
O 1.962 -3.082 -5.236 -1.2 0.7 0.3
C 1.869 -2.213 -3.150 1.3 0.1 0.9
C 1.465 -1.174 -2.377 -0.9 0.5 2.6
C 0.097 -0.402 -2.715 0.3 0.3 1.0
O -0.360 0.356 -1.785 0.6 -0.2 -0.6
O 2.012 -0.895 -1.238 -0.4 0.3 -1.0
O -0.306 -1.548 -6.021 0.8 -0.4 0.0
H -1.327 -0.023 -4.329 0.3 -0.4 0.5
H 2.827 -2.734 -3.035 -0.4 0.2 0.6
C -0.987 4.418 -2.333 1.2 0.0 0.2
O -0.490 4.578 -0.986 -0.2 -0.3 0.2
C -1.322 3.842 -0.049 0.8 -0.1 -0.2
C -0.721 3.713 1.405 0.8 0.6 -3.5
N 0.118 2.521 1.441 -1.2 0.1 0.5
C 0.828 2.420 2.702 0.0 0.6 1.1
C 1.725 1.187 2.688 -1.4 0.3 1.5
O 2.897 1.440 2.027 1.6 0.0 -0.8
C 3.787 0.321 2.021 0.2 0.8 1.1
H -0.287 4.996 -2.963 -0.5 -0.1 0.2
H -1.998 4.801 -2.407 -0.3 0.1 -0.1
H -0.954 3.375 -2.715 -0.1 0.3 0.6
H -1.364 2.867 -0.533 -0.7 -0.5 0.4
H -2.286 4.344 -0.001 -0.3 -0.1 -0.1
H -1.546 3.776 2.084 -0.3 -0.2 0.9
H -0.073 4.589 1.435 0.0 0.2 0.7
H -0.567 1.749 1.436 0.6 0.0 0.0
H 0.086 2.317 3.545 0.7 0.1 -0.4
H 1.396 3.377 2.866 -0.3 -0.9 -0.1
H 1.103 0.471 2.173 -0.1 -1.0 -0.2
H 1.936 0.823 3.724 -0.2 0.2 -0.5
H 4.019 0.087 3.076 -0.4 -0.5 -0.2
H 4.746 0.695 1.674 -0.1 -0.1 -0.7
H 3.396 -0.536 1.461 0.1 0.1 0.0
C -1.784 -0.357 3.376 -0.4 -0.4 -2.4
O -2.062 0.652 2.335 0.7 -0.6 1.2
C -2.426 0.076 1.049 -0.4 0.4 1.1
C -1.729 -1.197 0.702 -0.1 -0.4 -0.3
N -0.314 -1.089 0.768 2.4 -1.4 0.9
C 0.465 -2.340 1.105 -1.2 1.5 2.0
C 0.437 -3.452 0.143 -0.7 0.0 -1.6
O -0.932 -3.888 0.000 -0.1 0.2 -0.3
C -1.191 -4.562 -1.241 -0.1 1.3 0.3
H -0.885 -0.897 3.055 0.0 0.1 0.3
H -2.600 -1.113 3.348 0.3 0.6 0.5
H -1.615 0.072 4.349 -0.3 0.5 0.1
H -2.201 0.838 0.313 -0.2 0.2 -0.2
H -3.498 -0.128 1.154 -0.1 0.1 -0.6
H -2.086 -1.559 -0.263 -0.2 0.1 -0.1
H -2.040 -1.903 1.445 -0.2 -0.8 0.2
H 0.133 -0.747 -0.063 -0.2 0.6 -0.8
H 0.035 -2.758 2.033 -0.1 0.3 0.1
H 1.486 -2.033 1.384 -0.2 -0.2 -0.5
H 0.998 -4.293 0.507 0.7 -0.5 0.2
H 0.872 -3.072 -0.796 -0.3 -0.5 0.0
H -0.746 -5.534 -1.165 0.6 -0.7 -0.6
H -0.806 -3.909 -2.055 -0.1 -0.8 0.2
H -2.274 -4.733 -1.391 0.4 0.4 0.4
```
Forces are in eV/Å.



# 3
This record from OMol25 describes a molecular structure, C35H40N6O3PRbS5. The level of theory is ωB97M-V/def2-TZVPD.

The HOMO energy is -7.09 eV. The value obtained for the relative energy (zero: lowest compared OMol25 entry of this formula, charge and spin) is 17.7 kcal/mol. The frontier orbital gap is 7.279 eV. The LUMO energy is 0.18 eV.

Structure (XYZ):
```
91
Properties=species:S:1:pos:R:3:forces:R:3
Rb 0.396 -0.257 0.301 0.6 -0.2 0.2
O -4.385 -3.662 2.117 0.0 -0.1 0.0
C -4.561 -3.455 0.806 0.0 0.0 0.0
C -5.511 -4.241 0.148 0.0 0.0 0.0
C -5.736 -4.087 -1.206 0.0 0.0 0.0
C -5.018 -3.144 -1.938 0.0 0.0 0.0
C -4.079 -2.366 -1.286 0.0 0.0 0.0
C -3.828 -2.499 0.079 -0.1 0.1 0.1
C -2.753 -1.643 0.687 -0.1 0.0 0.0
O -2.107 -0.868 -0.058 -0.3 -0.1 -0.1
N -2.564 -1.837 1.992 0.1 0.0 -0.1
N -1.464 -1.157 2.499 -0.2 -0.1 0.0
C -1.350 -1.243 3.760 0.1 0.0 0.0
S 0.074 -0.576 4.567 0.0 0.0 0.0
C -0.710 -0.561 6.195 0.0 0.0 0.0
C -1.510 -1.847 6.314 0.0 0.0 0.0
S -2.525 -2.023 4.823 0.0 0.0 0.0
H -3.656 -3.040 2.399 0.0 0.0 0.0
H -6.059 -4.969 0.732 0.0 0.0 0.0
H -6.478 -4.706 -1.695 0.0 0.0 0.0
H -5.194 -3.019 -2.998 0.0 0.0 0.0
H -3.495 -1.628 -1.822 0.0 0.0 0.0
H -1.361 0.309 6.288 0.0 0.0 0.0
H 0.073 -0.504 6.950 0.0 0.0 0.0
H -2.177 -1.826 7.176 0.0 0.0 0.0
H -0.841 -2.703 6.404 0.0 0.0 0.0
N 1.093 2.456 -2.985 0.0 0.2 0.2
P 1.850 1.001 -2.483 0.0 -0.6 0.0
C 1.760 -0.018 -4.011 0.0 0.1 -0.1
C 0.825 -1.048 -4.027 0.0 0.0 0.0
C 0.645 -1.824 -5.166 0.0 0.0 0.0
C 1.403 -1.579 -6.300 0.0 0.0 0.0
C 2.331 -0.543 -6.300 0.0 0.0 0.0
C 2.500 0.235 -5.166 0.0 0.0 0.0
C 3.605 1.482 -2.460 0.0 0.3 0.0
C 3.994 2.714 -1.930 0.0 -0.1 0.1
C 5.336 3.016 -1.744 0.0 0.0 0.0
C 6.312 2.087 -2.070 0.0 0.0 0.0
C 5.937 0.850 -2.578 0.0 0.0 0.0
C 4.596 0.547 -2.768 0.0 0.0 0.0
C -0.262 2.600 -2.746 0.1 0.1 0.0
C -0.905 3.836 -2.895 0.0 0.0 0.0
C -2.263 3.891 -2.667 0.0 0.0 0.0
C -2.946 2.738 -2.287 0.0 0.1 0.0
C -2.219 1.571 -2.157 0.0 -0.1 0.0
N -0.907 1.492 -2.396 -0.1 0.0 0.0
H 1.624 3.298 -3.137 0.0 0.0 -0.1
H 0.210 -1.223 -3.152 0.0 0.0 0.0
H -0.102 -2.609 -5.174 0.0 0.0 0.0
H 1.265 -2.183 -7.187 0.0 0.0 0.0
H 2.916 -0.339 -7.187 0.0 0.0 0.0
H 3.218 1.047 -5.179 0.0 0.0 0.0
H 3.243 3.429 -1.614 0.0 0.0 0.0
H 5.616 3.975 -1.327 0.0 0.0 0.0
H 7.359 2.320 -1.924 0.0 0.0 0.0
H 6.691 0.116 -2.835 0.0 0.0 0.0
H 4.321 -0.422 -3.165 0.0 0.0 0.0
H -0.346 4.714 -3.194 0.0 0.0 0.0
H -2.791 4.830 -2.782 0.0 0.0 0.0
H -4.008 2.745 -2.089 0.0 0.0 0.0
H -2.683 0.651 -1.821 0.0 0.0 0.0
C -0.960 4.575 0.888 0.0 0.0 0.1
S -0.860 2.791 0.719 -0.1 0.2 0.1
C -1.048 2.378 2.456 -0.1 0.2 0.0
O 0.573 2.498 0.390 0.1 0.2 -0.1
H -1.962 4.856 1.211 0.0 0.0 0.0
H -0.761 4.988 -0.099 0.0 0.0 0.0
H -0.207 4.910 1.602 0.0 0.0 0.0
H -1.941 2.881 2.830 0.0 -0.1 0.1
H -0.152 2.728 2.968 0.0 0.0 0.0
H -1.160 1.298 2.563 0.0 0.1 -0.1
C -1.191 -4.384 -0.812 0.0 0.0 0.0
C -0.028 -4.278 -1.801 0.0 0.1 0.0
C 0.998 -3.349 -1.328 0.0 -0.2 0.0
N 1.802 -2.631 -0.930 0.0 0.0 -0.1
H -1.924 -5.100 -1.182 0.0 0.0 0.0
H -1.689 -3.425 -0.692 0.1 -0.1 -0.1
H -0.846 -4.715 0.166 0.0 0.0 0.0
H -0.372 -3.912 -2.771 0.0 0.0 0.0
H 0.451 -5.242 -1.974 0.0 0.0 0.0
S 3.553 0.717 2.303 -0.1 0.0 0.0
C 4.084 -0.631 1.520 0.1 0.1 -0.1
N 4.839 -0.645 0.410 0.0 0.0 0.1
C 4.962 -1.913 -0.295 0.0 0.0 0.0
C 4.826 -2.983 0.784 0.0 0.0 -0.1
S 3.706 -2.265 2.023 0.0 0.0 0.0
H 4.989 0.234 -0.065 0.0 0.0 0.0
H 5.929 -1.975 -0.795 0.0 0.0 0.0
H 4.164 -2.010 -1.031 0.0 0.0 0.0
H 5.784 -3.197 1.256 0.0 0.0 0.0
H 4.405 -3.903 0.386 0.0 0.0 0.0
```
Forces are in eV/Å.